# 1
A 2-piece molecular cluster, C6H11NO4P overall in a non-equilibrium geometry, computed with ωB97M-V/def2-TZVPD.

```
23
Properties=species:S:1:pos:R:3:forces:R:3:mulliken_charge:R:1
C 5.008 1.259 -0.181 3.25 0.96 -0.02 -0.70
C 3.708 1.212 -0.160 -1.50 0.97 -0.64 -0.01
C 1.125 -1.108 0.699 -0.59 -0.19 -0.97 0.56
C -1.805 -1.502 -1.520 -2.19 -0.49 -1.46 -0.96
C 2.857 0.450 0.835 -0.70 3.20 -0.67 -0.42
C -0.708 -0.996 -0.772 0.35 2.93 3.89 0.41
N 0.182 -1.643 -0.126 -0.52 -0.90 -1.97 -0.47
O -6.209 0.605 1.488 0.69 -0.07 0.35 -0.50
O 1.258 -1.521 1.816 0.94 0.83 0.60 -0.55
O -4.553 -0.344 -0.135 0.94 -0.77 -0.36 -0.59
O 1.906 -0.193 0.022 -0.94 -0.83 1.24 -0.21
P -5.617 0.732 -0.100 -0.06 1.34 0.34 -0.11
H 5.550 1.898 -0.966 -0.87 -1.12 1.25 0.22
H 5.673 0.836 0.617 -0.76 0.11 -0.90 0.24
H 3.243 1.830 -0.980 -0.17 -1.01 1.09 0.20
H -1.707 -2.545 -1.720 -0.09 -1.06 0.35 0.31
H -1.847 -1.106 -2.534 0.13 0.66 -0.09 0.30
H -2.832 -1.217 -1.084 1.32 -0.29 -0.12 0.21
H 2.396 1.120 1.644 0.17 -0.61 -1.38 0.27
H 3.439 -0.188 1.389 1.44 -2.00 1.07 0.36
H -0.886 0.083 -0.388 0.50 -1.07 -1.14 0.24
H -5.414 0.302 1.984 -0.76 0.21 -0.29 0.27
H -4.767 2.037 0.169 -0.58 -0.79 -0.17 -0.09
```
Forces are in eV/Å.

The total energy comes out at -25369.331 eV. The calculation puts the largest force on an atom at 0.0949 hartree/bohr. The molecular weight is 192.1 g mol⁻¹. As for the charge: -1. As for the HOMO energy: -3.0 eV. Its lowest unoccupied orbital energy is 2.70 eV. As for the multiplicity: 1.

---

# 2
An isolated ion of composition C6H11NO5PS and charge +1 in a non-equilibrium geometry, computed with ωB97M-V/def2-TZVPD.

```
25
Properties=species:S:1:pos:R:3:forces:R:3:mulliken_charge:R:1
C -1.771 1.001 0.883 2.80 -0.19 -0.03 0.59
C 1.307 0.205 -2.034 -0.13 0.96 1.00 0.87
C -2.984 0.279 1.271 -0.13 -0.71 1.41 -0.55
C -2.530 -1.185 1.179 0.61 0.20 -2.56 -0.70
C -1.052 -1.052 1.634 0.26 -1.63 -3.02 -0.57
C 3.315 -0.583 -3.365 -0.93 -0.09 -0.49 -0.67
N -0.636 0.260 1.190 -2.52 1.87 -1.56 0.08
O -1.742 2.151 0.336 1.03 0.06 0.06 -0.39
O 0.287 0.841 -1.967 0.08 -0.67 -0.15 -0.46
O 1.032 2.090 0.492 -0.51 0.93 0.13 -0.72
O 1.650 0.084 2.140 -0.97 -0.37 -1.29 -0.48
O 2.067 0.149 -3.065 0.21 -0.02 -2.03 -0.32
P 0.975 0.670 0.803 0.84 -0.44 1.22 0.70
S 2.010 -0.517 -0.516 -0.19 -0.79 0.07 -0.25
H -3.129 0.444 2.370 -0.08 0.41 -0.77 0.29
H -3.868 0.554 0.732 -0.34 0.24 -0.27 0.40
H -3.146 -1.861 1.712 -0.33 -0.48 0.96 0.39
H -2.642 -1.552 0.073 0.68 0.74 1.88 0.28
H -0.812 -1.132 2.627 -0.07 -0.40 2.66 0.37
H -0.373 -1.736 1.093 -0.54 -0.23 0.34 0.42
H 3.085 -1.663 -3.276 0.46 0.56 0.29 0.34
H 4.047 -0.176 -2.650 0.12 -0.53 -0.69 0.35
H 3.514 -0.403 -4.483 -0.16 0.15 2.02 0.22
H -0.774 2.452 0.162 -0.88 -0.38 0.23 0.44
H 2.169 0.681 2.657 0.66 0.81 0.58 0.36
```
Forces are in eV/Å.

The total energy comes out at -38247.466 eV. The calculation puts the largest force on an atom at 0.0681 hartree/bohr. The molecular weight is 240.2 g mol⁻¹. As for the charge: +1. As for the HOMO energy: -14.1 eV. Its lowest unoccupied orbital energy is -3.84 eV. As for the multiplicity: 1.

---

# 3
C6H11NO6P as an isolated structure in a non-equilibrium geometry, computed with ωB97M-V/def2-TZVPD.

```
25
Properties=species:S:1:pos:R:3:forces:R:3:mulliken_charge:R:1
C 0.633 0.266 0.983 0.89 -0.63 -0.28 -0.60
C 0.780 0.992 -0.391 3.03 1.06 -0.33 0.48
C -1.030 -1.099 -0.501 0.07 -0.24 3.09 -0.39
C -0.677 -0.446 1.389 0.75 -1.43 -4.88 0.45
C -0.809 -0.313 -1.566 -0.45 -0.66 1.42 0.35
C 1.179 2.554 -0.120 -3.41 -0.02 -1.88 -0.75
N -1.749 -2.424 -0.593 -1.87 1.86 -0.31 -0.10
O -0.497 -3.187 1.618 -0.50 -1.29 -0.84 -0.55
O -0.210 0.862 -1.415 0.56 1.25 0.52 -0.41
O 1.508 -0.939 0.976 -5.83 -0.51 0.00 -0.46
O -1.774 0.280 1.677 1.26 2.63 1.41 -0.52
O -1.187 -0.614 -2.798 -0.50 0.02 -1.51 -0.53
O 2.333 2.667 0.572 3.09 0.45 0.30 -0.51
P 0.018 -2.034 2.348 0.20 1.93 0.61 0.28
H 1.068 0.987 1.716 -0.54 -0.58 -0.06 0.62
H 1.789 0.594 -0.858 -1.89 0.42 0.92 0.10
H 0.354 3.106 0.388 0.28 -0.80 0.51 0.30
H 1.112 3.134 -1.052 0.66 -0.65 -0.31 0.46
H -2.880 -2.222 -0.498 3.63 -1.13 -0.40 0.43
H -1.357 -3.059 0.178 -0.49 0.72 -0.44 0.45
H -1.485 -2.779 -1.527 -0.77 -0.25 0.44 0.41
H 2.361 -0.693 0.986 5.02 1.27 0.29 0.31
H -1.402 1.210 1.900 -1.50 -1.89 -0.41 0.44
H -1.209 0.097 -3.494 0.35 -0.61 1.43 0.39
H 3.128 3.060 0.082 -2.03 -0.91 0.72 0.36
```
Forces are in eV/Å.

The total energy comes out at -29453.219 eV. The calculation puts the largest force on an atom at 0.1138 hartree/bohr. The molecular weight is 224.1 g mol⁻¹. As for the charge: +1. As for the HOMO energy: -12.5 eV. Its lowest unoccupied orbital energy is -3.52 eV. As for the multiplicity: 1.

---

# 4
One molecule with the formula C6H11NS in a non-equilibrium geometry, computed with ωB97M-V/def2-TZVPD.

```
19
Properties=species:S:1:pos:R:3:forces:R:3:mulliken_charge:R:1
C 1.687 0.166 0.363 -0.35 0.04 -0.71 -0.33
C 1.639 0.363 -1.133 -0.17 -0.44 -0.13 -0.87
C 0.349 0.077 -0.391 0.43 1.17 0.26 0.70
C -0.734 1.165 -0.207 -1.02 -1.16 -1.38 -0.91
C -1.847 0.448 0.612 1.42 0.49 1.55 -0.61
C -2.059 -0.911 0.047 -0.30 -1.35 -1.57 -0.53
H 1.592 -1.496 1.374 -0.49 -1.08 0.55 0.29
H 2.731 -1.528 0.193 0.07 -0.46 -0.03 0.28
H 1.825 1.050 0.970 -0.10 0.32 -0.12 0.35
H 1.959 -0.436 -1.823 0.10 0.32 0.65 0.25
H 1.871 1.350 -1.510 -0.34 0.10 -0.04 0.26
H -1.139 1.422 -1.218 0.25 -0.21 0.55 0.26
H -0.395 2.114 0.202 0.24 -0.22 0.38 0.40
H -1.378 0.303 1.599 -0.39 0.23 0.10 0.27
H -2.792 0.977 0.746 0.16 0.18 -0.16 0.37
H -2.698 -0.793 -0.835 0.03 -0.29 -0.01 0.28
H -2.492 -1.736 0.648 0.19 0.95 0.11 0.35
N 2.309 -0.984 0.923 0.50 0.67 -0.24 -0.66
S -0.427 -1.550 -0.560 -0.21 0.74 0.24 -0.16
```
Forces are in eV/Å.

The total energy comes out at -18724.795 eV. The calculation puts the largest force on an atom at 0.0419 hartree/bohr. The molecular weight is 129.2 g mol⁻¹. As for the charge: 0. As for the HOMO energy: -8.3 eV. Its lowest unoccupied orbital energy is 0.91 eV. As for the multiplicity: 1.

---

# 5
C6H11NS as an isolated structure in a non-equilibrium geometry, computed with ωB97M-V/def2-TZVPD.

```
19
Properties=species:S:1:pos:R:3:forces:R:3:mulliken_charge:R:1
C -0.717 1.678 -1.185 -1.40 0.47 0.49 -0.92
C -0.215 -0.729 -0.875 -1.44 -2.47 -2.14 0.08
C -1.043 -0.776 0.447 1.52 0.39 0.28 -0.94
C -0.084 0.185 1.236 0.61 0.93 -0.02 -0.12
C 1.012 0.372 0.127 0.77 -0.06 0.49 -0.23
C 1.210 -1.077 -0.438 -0.78 -0.04 0.55 -0.77
H -1.536 1.702 -0.384 1.10 0.05 -0.87 0.28
H -1.194 1.650 -2.154 -0.40 -0.27 -0.27 0.33
H -0.160 2.584 -1.228 0.20 1.13 0.46 0.34
H -0.640 -1.326 -1.751 0.29 0.97 1.00 0.40
H -1.123 -1.787 0.897 0.35 0.58 -0.29 0.29
H -2.031 -0.398 0.396 -1.00 0.49 -0.33 0.34
H -0.404 1.242 1.508 -0.38 -1.41 -0.50 0.26
H 1.184 -1.503 2.419 -0.44 0.69 0.23 0.10
H 1.846 1.044 0.365 -0.22 -0.17 0.04 0.45
H 1.871 -1.149 -1.296 0.12 0.23 0.13 0.33
H 1.264 -1.983 0.197 0.28 0.77 -0.02 0.22
N 0.242 0.645 -1.121 0.29 -1.48 0.87 -0.25
S 0.516 -0.375 2.839 0.56 -0.80 -0.10 -0.19
```
Forces are in eV/Å.

The total energy comes out at -18723.933 eV. The calculation puts the largest force on an atom at 0.0695 hartree/bohr. The molecular weight is 129.2 g mol⁻¹. As for the charge: 0. As for the HOMO energy: -8.6 eV. Its lowest unoccupied orbital energy is 0.93 eV. As for the multiplicity: 1.

---

# 6
A 2-piece molecular cluster, C6H11NS overall in a non-equilibrium geometry, computed with ωB97M-V/def2-TZVPD.

```
19
Properties=species:S:1:pos:R:3:forces:R:3:mulliken_charge:R:1
C 0.546 1.403 0.657 -0.22 0.12 -0.47 0.05
C -1.846 0.042 1.358 -0.25 1.87 -0.36 -1.22
C -0.382 -1.458 -0.066 -1.56 0.72 0.98 -1.44
C 0.143 1.510 -1.667 -1.46 -1.60 1.88 -1.03
C -1.153 -0.119 -0.043 -1.18 -2.75 -0.11 0.48
C -0.250 0.955 -0.461 1.70 2.30 -1.95 0.57
N 1.194 1.693 1.554 0.48 0.27 0.63 -0.48
S 4.173 0.050 -0.344 1.85 1.77 0.93 -0.22
H -2.535 -0.802 1.602 1.08 0.41 -0.04 0.37
H -2.534 0.905 1.230 0.20 -0.32 0.20 0.34
H -1.152 0.406 2.193 -0.83 -1.19 -1.12 0.30
H -0.217 -1.836 -1.025 0.38 -0.29 -1.69 0.40
H -1.074 -2.123 0.422 0.26 -0.70 0.41 0.35
H 0.517 -1.338 0.440 1.76 -0.29 1.19 0.40
H -0.227 1.244 -2.633 -0.77 -0.52 -0.24 0.31
H 0.875 2.268 -1.769 0.78 0.55 0.63 0.32
H 3.101 0.790 -0.094 -0.46 -0.14 -0.02 0.08
H -1.895 -0.455 -0.785 -0.36 1.43 0.04 0.32
H 3.613 -0.964 -0.857 -1.39 -1.64 -0.88 0.10
```
Forces are in eV/Å.

The total energy comes out at -18723.785 eV. The calculation puts the largest force on an atom at 0.0673 hartree/bohr. The molecular weight is 129.2 g mol⁻¹. As for the charge: 0. As for the HOMO energy: -9.6 eV. Its lowest unoccupied orbital energy is 0.30 eV. As for the multiplicity: 1.

---

# 7
An isolated ion of composition C6H11O and charge -1 in a non-equilibrium geometry, computed with ωB97M-V/def2-TZVPD.

```
18
Properties=species:S:1:pos:R:3:forces:R:3:mulliken_charge:R:1
C 2.080 -0.014 -1.339 -0.77 -0.77 0.54 -0.41
O 2.226 -0.663 -2.495 0.70 0.37 -0.05 -0.89
C 0.828 0.926 -1.377 0.75 0.12 0.34 -0.49
C 0.177 1.244 -0.019 0.08 0.71 -0.28 -0.57
C -0.974 0.331 0.278 1.11 1.01 -0.65 -0.19
C -1.018 -0.401 1.369 -0.49 -1.86 -0.36 -0.15
C -1.959 -1.581 1.626 0.01 1.48 -0.03 -1.09
H 2.880 0.665 -0.922 0.47 0.07 -0.55 0.15
H 2.007 -0.731 -0.453 -0.50 0.18 -0.04 0.11
H 1.220 1.840 -1.837 -0.34 0.08 -0.06 0.29
H 0.149 0.465 -2.089 -0.31 -0.07 0.00 0.25
H 0.927 1.203 0.775 0.08 -0.10 0.06 0.29
H -0.179 2.290 -0.034 -0.06 -0.21 0.04 0.31
H -1.618 0.334 -0.600 -0.69 -0.57 0.51 0.26
H -0.154 -0.391 2.026 -0.07 0.32 0.13 0.27
H -2.847 -1.553 0.993 0.08 0.06 -0.17 0.30
H -2.306 -1.446 2.649 -0.06 -0.69 0.24 0.31
H -1.438 -2.519 1.448 0.00 -0.12 0.32 0.25
```
Forces are in eV/Å.

The total energy comes out at -8446.351 eV. The calculation puts the largest force on an atom at 0.0381 hartree/bohr. The molecular weight is 99.2 g mol⁻¹. As for the charge: -1. As for the HOMO energy: -2.1 eV. Its lowest unoccupied orbital energy is 3.70 eV. As for the multiplicity: 1.

---

# 8
A 2-piece molecular cluster, C6H11O overall in a non-equilibrium geometry, computed with ωB97M-V/def2-TZVPD.

```
18
Properties=species:S:1:pos:R:3:forces:R:3:mulliken_charge:R:1
C 1.240 -2.781 -0.105 1.22 -0.74 -1.28 -0.49
O 2.455 -3.369 -0.011 -0.14 0.27 0.23 -0.89
C 1.301 -1.235 -0.137 -0.93 -0.30 0.53 -0.56
C -0.100 -0.598 -0.210 0.83 -0.24 -0.46 -0.38
C -0.095 0.892 -0.177 -1.07 -0.68 -0.63 -0.26
C -1.131 1.676 -0.523 -3.63 -0.60 4.93 -0.32
C -1.377 2.910 0.327 1.38 2.62 -1.93 -1.07
H 0.753 -3.076 -1.101 -0.32 0.21 0.51 0.13
H 0.554 -3.128 0.705 -0.39 0.39 0.04 0.19
H 1.927 -0.891 -0.951 0.11 -0.12 -0.43 0.30
H 1.820 -0.943 0.772 0.03 0.25 0.36 0.30
H -0.689 -0.914 0.645 -0.18 -0.21 0.32 0.24
H -0.631 -0.969 -1.095 0.00 0.12 0.11 0.35
H 0.819 1.303 0.253 0.02 0.51 -0.41 0.39
H -2.586 1.212 0.038 3.34 -0.21 -2.63 0.13
H -0.463 3.533 0.418 0.07 -0.36 0.27 0.31
H -2.035 3.651 -0.162 -0.24 -0.51 0.13 0.31
H -1.762 2.728 1.314 -0.12 -0.42 0.32 0.33
```
Forces are in eV/Å.

The total energy comes out at -8443.236 eV. The calculation puts the largest force on an atom at 0.1196 hartree/bohr. The molecular weight is 99.2 g mol⁻¹. As for the charge: -1. As for the HOMO energy: -2.1 eV. Its lowest unoccupied orbital energy is 3.15 eV. As for the multiplicity: 1.

---

# 9
An isolated ion of composition C6H11O and charge -1 in a non-equilibrium geometry, computed with ωB97M-V/def2-TZVPD.

```
18
Properties=species:S:1:pos:R:3:forces:R:3:mulliken_charge:R:1
C 0.821 -1.876 1.444 0.21 -0.11 0.00 -0.34
O 1.830 -2.525 2.036 -0.06 -0.25 0.01 -0.89
C 1.035 -1.729 -0.088 0.57 0.36 -0.01 -0.62
C 0.101 -0.816 -0.897 -0.50 0.27 -0.05 -0.43
C -0.508 0.357 -0.146 -0.94 -0.59 -0.32 -0.18
C -0.902 1.466 -0.774 1.29 -0.08 0.24 -0.21
C -1.092 2.823 -0.145 -0.58 0.13 -0.61 -1.09
H -0.194 -2.348 1.587 -0.14 0.01 0.00 0.16
H 0.699 -0.835 1.839 -0.09 0.08 -0.02 0.09
H 1.123 -2.720 -0.548 -0.27 -0.01 0.09 0.29
H 2.054 -1.329 -0.154 -0.01 0.09 0.00 0.24
H -0.720 -1.366 -1.373 0.01 -0.21 0.20 0.25
H 0.646 -0.354 -1.725 0.09 -0.19 -0.17 0.24
H -0.778 0.171 0.892 0.53 0.39 0.10 0.33
H -0.738 1.474 -1.851 0.01 0.13 -0.03 0.29
H -0.788 3.550 -0.903 0.07 0.16 0.16 0.30
H -2.129 3.078 0.082 -0.09 -0.06 0.24 0.24
H -0.461 2.979 0.725 -0.11 -0.12 0.16 0.33
```
Forces are in eV/Å.

The total energy comes out at -8446.243 eV. The calculation puts the largest force on an atom at 0.0256 hartree/bohr. The molecular weight is 99.2 g mol⁻¹. As for the charge: -1. As for the HOMO energy: -2.1 eV. Its lowest unoccupied orbital energy is 3.59 eV. As for the multiplicity: 1.

---

# 10
A 2-piece molecular cluster, C6H11O overall in a non-equilibrium geometry, computed with ωB97M-V/def2-TZVPD.

```
18
Properties=species:S:1:pos:R:3:forces:R:3:mulliken_charge:R:1
C -0.863 -2.740 0.675 0.96 1.35 -0.24 -0.91
C -0.313 -1.619 0.109 -0.80 -1.08 1.37 0.23
C -0.687 -1.194 -1.220 0.78 1.12 -2.40 -0.11
C 0.024 -0.195 -1.855 -0.39 -2.60 0.20 -0.95
H -1.460 -3.414 0.064 -0.23 0.15 0.18 0.26
H -0.691 -3.007 1.725 0.14 -0.02 -0.53 0.28
H 0.435 -0.950 0.596 -0.55 -0.64 -0.26 0.21
H -1.471 -1.761 -1.798 0.64 0.53 0.80 0.22
H -0.095 -0.090 -2.940 -0.36 0.38 0.36 0.27
H 0.924 0.185 -1.311 -0.62 0.40 -0.04 0.44
C 0.970 1.310 1.030 1.08 -0.22 0.69 -0.30
O 1.768 0.583 0.140 -1.31 0.92 1.16 -0.91
C 0.058 2.423 0.467 1.18 -0.48 -1.73 -0.97
H 1.661 1.761 1.784 -0.40 0.14 0.12 0.29
H 0.202 0.749 1.676 0.74 -0.32 -0.50 0.14
H -0.626 2.844 1.183 -0.25 0.20 0.53 0.38
H -0.510 1.891 -0.313 -0.10 0.60 0.06 0.19
H 0.675 3.223 -0.013 -0.53 -0.44 0.24 0.22
```
Forces are in eV/Å.

The total energy comes out at -8445.638 eV. The calculation puts the largest force on an atom at 0.0538 hartree/bohr. The molecular weight is 99.2 g mol⁻¹. As for the charge: -1. As for the HOMO energy: -2.8 eV. Its lowest unoccupied orbital energy is 4.08 eV. As for the multiplicity: 1.